# 1
{"formula": "C6H16N2O", "method": "ωB97M-V/def2-TZVPD", "elements": ["O", "N", "N", "C", "C", "C", "C", "C", "C", "H", "H", "H", "H", "H", "H", "H", "H", "H", "H", "H", "H", "H", "H", "H", "H"], "xyz": [[-1.809235, 0.589992, -1.300886], [-1.479715, -0.173633, 0.779257], [2.158291, -1.931939, -0.564160], [0.823573, -1.976718, -0.888877], [-2.233952, 0.408600, -0.050761], [0.305457, -1.575240, -2.046921], [-3.615408, 0.958167, 0.192849], [1.518419, 1.293630, 0.445215], [2.235298, 0.973716, 1.748508], [1.395140, 2.367874, 0.333620], [2.379330, -1.835011, 0.413205], [3.246037, 1.377456, 1.750316], [0.915907, -1.122671, -2.810737], [1.698621, 1.401445, 2.591210], [2.296196, -0.100395, 1.904241], [-3.562841, 1.782983, 0.901865], [2.083105, 0.928646, -0.409380], [0.536795, 0.826537, 0.443091], [2.728045, -1.353742, -1.165744], [-0.718139, -1.778321, -2.299816], [-0.941881, 0.149228, -1.412506], [-4.039027, 1.314290, -0.741489], [-4.253973, 0.183599, 0.614240], [-1.864686, -0.269835, 1.710355], [0.198646, -2.438656, -0.136694]], "forces_ev_per_a": [[-0.02, 0.20, -0.56], [0.30, -0.32, 0.23], [0.21, 0.09, 0.03], [-0.02, -0.16, 0.02], [-0.15, -0.10, 0.48], [-0.04, 0.00, -0.23], [0.17, -0.01, -0.13], [0.04, 0.00, 0.15], [0.00, 0.13, -0.17], [-0.02, 0.14, -0.08], [0.00, 0.01, -0.04], [0.10, 0.00, 0.09], [0.19, 0.08, -0.17], [-0.02, 0.00, 0.16], [0.04, -0.13, 0.10], [-0.01, 0.02, 0.00], [0.02, -0.01, -0.14], [0.01, 0.02, -0.11], [0.00, -0.07, 0.13], [-0.25, -0.07, 0.04], [-0.10, -0.03, 0.19], [-0.09, 0.03, 0.02], [0.00, 0.00, 0.00], [-0.31, 0.12, -0.05], [-0.06, 0.05, 0.05]], "energy_ev": -11508.6743, "e_homo_ev": -8.3510}

***

# 2
{"formula": "C6H16N2O", "method": "ωB97M-V/def2-TZVPD", "elements": ["O", "N", "N", "C", "C", "C", "C", "C", "C", "H", "H", "H", "H", "H", "H", "H", "H", "H", "H", "H", "H", "H", "H", "H", "H"], "xyz": [[-0.297596, -1.367634, 0.462059], [1.289448, 1.550981, 0.814306], [-1.235945, 0.691837, 0.212649], [-2.430319, 1.498551, 0.040994], [-1.335418, -0.594335, 0.318991], [1.891469, -0.318354, -1.694648], [1.900800, 0.445267, 1.250126], [-2.661790, -1.327029, 0.283060], [2.175677, -0.938939, -0.335014], [-3.319501, -0.975782, 1.081373], [0.267287, 1.399394, 0.546286], [1.318402, -0.169703, 1.924456], [-2.973312, 1.263110, -0.882946], [-2.495763, -2.394951, 0.395814], [3.232258, -0.840482, -0.086716], [1.828599, 2.185114, 0.241989], [-3.138889, 1.399077, 0.873086], [1.946755, 0.774336, -1.653922], [2.604207, -0.645113, -2.456365], [2.957003, 0.521935, 1.472793], [-3.177436, -1.139164, -0.661680], [2.032954, -2.025796, -0.342343], [-2.136452, 2.547989, -0.012591], [0.884767, -0.568572, -2.032013], [0.872796, -0.971738, 0.240254]], "forces_ev_per_a": [[1.06, 0.14, -0.25], [-0.30, 0.17, -0.25], [-0.05, -0.43, 0.00], [-0.05, -0.12, 0.02], [-0.13, 0.56, -0.15], [-0.07, 0.04, 0.12], [-0.12, -0.68, -0.52], [0.12, 0.07, 0.06], [0.48, 0.44, 0.20], [0.04, 0.00, -0.02], [0.42, 0.10, 0.13], [0.05, 0.02, 0.03], [0.04, 0.00, 0.04], [0.00, 0.03, 0.00], [-0.01, 0.05, -0.01], [-0.03, -0.08, 0.08], [0.05, -0.01, -0.03], [0.00, -0.03, 0.02], [-0.05, -0.01, 0.04], [-0.05, -0.06, -0.03], [0.06, 0.01, 0.02], [-0.20, 0.00, 0.08], [-0.04, -0.04, 0.00], [0.01, 0.00, -0.04], [-1.23, -0.15, 0.46]], "energy_ev": -11506.4808, "e_homo_ev": -8.3886}

***

# 3
{"formula": "C6H16N2O", "method": "ωB97M-V/def2-TZVPD", "elements": ["O", "N", "N", "C", "C", "C", "C", "C", "C", "H", "H", "H", "H", "H", "H", "H", "H", "H", "H", "H", "H", "H", "H", "H", "H"], "xyz": [[0.627124, -1.447104, 2.338079], [0.970149, 1.679065, 0.652413], [0.002147, -3.050503, 0.860620], [1.423348, 1.109161, -0.603913], [0.446299, 0.192017, -1.316803], [-2.415479, -0.584734, 1.358527], [1.792844, 2.247382, -1.562044], [-0.874186, 0.382074, -1.364911], [0.461017, -1.830586, 1.207288], [2.517638, 2.901807, -1.085565], [-1.976120, -0.606191, 0.324416], [2.334577, 0.541639, -0.377540], [-3.329533, -0.002379, 1.290662], [0.798043, 0.956655, 1.342507], [0.903235, -0.556279, -1.955441], [0.906580, 2.829161, -1.808240], [-1.502552, -0.200296, -2.019813], [-1.336352, 1.234029, -0.886083], [0.736090, -1.223373, 0.309147], [-2.654078, -1.558862, 1.767282], [0.114361, 2.205893, 0.520962], [-0.309642, -3.678202, 1.578019], [-0.139879, -3.305741, -0.103198], [-1.713470, -0.087661, 2.015903], [2.217839, 1.853027, -2.482274]], "forces_ev_per_a": [[-0.09, 0.24, 0.42], [-0.06, 0.06, 0.06], [-0.16, -0.25, -0.17], [0.04, 0.07, -0.03], [-0.56, 0.57, -0.46], [0.14, 0.38, -1.01], [0.16, -0.21, 0.20], [0.94, 0.29, -0.57], [0.66, 0.08, -0.90], [0.09, 0.05, 0.02], [-0.45, -0.42, 1.22], [-0.09, 0.03, -0.05], [-0.13, 0.11, 0.10], [-0.06, -0.01, 0.06], [-0.06, -0.25, 0.04], [-0.10, 0.03, -0.04], [-0.10, -0.19, 0.02], [-0.10, -0.10, 0.29], [-0.23, -0.35, 0.63], [0.09, -0.24, -0.18], [0.01, -0.01, 0.07], [-0.05, -0.12, 0.13], [0.01, 0.13, 0.16], [0.09, 0.09, 0.13], [-0.01, 0.02, -0.13]], "energy_ev": -11508.5389, "e_homo_ev": -9.2089}

***

# 4
{"formula": "C6H16N2O", "method": "ωB97M-V/def2-TZVPD", "elements": ["O", "N", "N", "C", "C", "C", "C", "C", "C", "H", "H", "H", "H", "H", "H", "H", "H", "H", "H", "H", "H", "H", "H", "H", "H"], "xyz": [[0.443745, 0.123803, 1.961766], [0.267808, -1.199451, 1.480231], [2.507550, 0.057328, 1.055762], [-1.498741, 0.528384, -1.286973], [-2.346479, -0.173504, -0.244463], [-0.531187, -1.708652, -2.199633], [-0.212619, -0.288317, -1.749780], [1.697985, 2.082770, 2.283627], [1.628292, 0.703364, 1.692239], [0.342425, -2.168028, -2.649280], [-3.100340, 0.505581, 0.151677], [0.636382, -0.241076, -1.068803], [-2.836732, -1.046758, -0.655040], [0.703692, 2.532473, 2.272466], [3.372506, 0.552211, 0.901165], [-0.874682, -2.311812, -1.361396], [2.038890, 2.019063, 3.319386], [-1.725475, -0.471772, 0.599556], [-1.323201, -1.701628, -2.952295], [0.170716, 0.267950, -2.609928], [-2.097531, 0.699815, -2.185602], [-1.164559, 1.499580, -0.919238], [0.579525, -1.168740, 0.445847], [2.391302, 2.702304, 1.715328], [0.930726, -1.794887, 2.003381]], "forces_ev_per_a": [[-0.47, 0.01, 0.17], [0.53, -0.36, -1.50], [-0.09, -0.26, -0.14], [1.22, -0.80, -0.36], [0.29, 0.35, 0.37], [-0.07, 0.32, 0.17], [-1.06, 1.03, -0.61], [-0.16, -0.05, -0.11], [0.77, -0.10, -0.09], [0.14, -0.21, 0.01], [-0.19, -0.02, -0.09], [-0.22, -0.04, 0.39], [-0.15, -0.22, -0.02], [0.12, 0.02, 0.04], [0.01, 0.35, 0.10], [0.02, -0.18, 0.01], [-0.04, 0.01, -0.07], [-0.16, -0.15, -0.01], [-0.01, 0.01, 0.04], [0.01, -0.05, -0.14], [0.05, 0.11, -0.02], [-0.03, 0.06, -0.01], [-0.34, -0.29, 2.32], [-0.04, -0.05, 0.07], [-0.14, 0.51, -0.55]], "energy_ev": -11507.4795, "e_homo_ev": -10.0000}

***

# 5
{"formula": "C6H16N2O", "method": "ωB97M-V/def2-TZVPD", "elements": ["O", "N", "N", "C", "C", "C", "C", "C", "C", "H", "H", "H", "H", "H", "H", "H", "H", "H", "H", "H", "H", "H", "H", "H", "H"], "xyz": [[-0.476452, 3.215552, -1.219910], [-0.131972, 3.066252, 0.184240], [-1.681552, -0.038878, 1.281900], [1.067458, -0.807818, 1.648610], [0.431528, -0.909558, 0.249130], [-1.686612, -0.064528, -1.105240], [-0.984942, -0.287668, 0.216450], [1.378558, -0.197568, -0.731730], [0.314238, -2.389458, -0.140400], [-1.181252, -0.270948, 2.142140], [2.115768, -1.127838, 1.635840], [2.391358, -0.613478, -0.675320], [0.048618, -2.503798, -1.197470], [-0.150152, 4.035052, 0.512350], [-0.979482, 2.629962, 0.568560], [1.057698, -0.300698, -1.772600], [0.260838, 2.753622, -1.666700], [-0.991602, 0.171752, -1.909320], [0.547738, -1.441728, 2.375800], [1.041718, 0.223132, 2.020940], [-0.461762, -2.893758, 0.446480], [1.447798, 0.871342, -0.509810], [-2.245592, -0.967218, -1.366840], [-2.391122, 0.768082, -1.010600], [1.259188, -2.919818, 0.023510]], "forces_ev_per_a": [[0.79, -0.48, -0.04], [-0.69, 0.23, -0.30], [0.81, -0.13, -1.35], [-0.27, 0.08, 0.14], [0.29, 0.16, 0.06], [0.21, 0.21, 0.12], [-0.71, 0.00, 1.69], [-0.01, 0.15, -0.27], [-0.21, -0.22, -0.18], [0.09, 0.05, -0.25], [-0.22, 0.00, -0.16], [-0.20, -0.02, 0.10], [0.03, 0.04, 0.11], [0.07, -0.30, 0.03], [0.41, 0.09, 0.01], [-0.02, -0.05, 0.11], [-0.58, 0.38, 0.32], [-0.07, -0.10, -0.03], [0.05, 0.05, -0.08], [0.02, -0.12, -0.10], [0.13, 0.08, 0.00], [-0.02, -0.05, 0.10], [0.06, 0.06, -0.05], [0.10, -0.26, 0.05], [-0.08, 0.16, -0.03]], "energy_ev": -11507.5198, "e_homo_ev": -9.6418}

***

# 6
{"formula": "C6H16N2O", "method": "ωB97M-V/def2-TZVPD", "elements": ["O", "N", "N", "C", "C", "C", "C", "C", "C", "H", "H", "H", "H", "H", "H", "H", "H", "H", "H", "H", "H", "H", "H", "H", "H"], "xyz": [[0.838247, 1.592449, -1.428421], [2.631080, -1.848252, 1.492284], [1.311568, -0.016071, 0.834207], [1.575585, -1.391793, 0.687044], [0.894418, -2.200337, -0.129958], [-1.510296, 2.089119, 0.269022], [-0.290712, -1.825121, -0.964210], [-1.450488, 1.292740, 1.333382], [-2.318819, 1.809621, -0.950538], [1.154146, 1.067121, -0.628105], [-2.808353, 0.841369, -0.891305], [-2.038726, 0.388278, 1.391267], [0.834647, 0.974093, -2.168734], [-0.955860, 1.601973, 2.241555], [-0.993183, 3.039020, 0.273693], [3.402507, -1.196423, 1.553027], [-0.597271, -0.795840, -0.798324], [2.955807, -2.768414, 1.231361], [1.782867, 0.366649, 1.644452], [1.229743, -3.223325, -0.224509], [-0.060785, -1.938117, -2.025407], [-1.136112, -2.479351, -0.743440], [-3.076613, 2.581163, -1.078337], [0.297964, 0.206564, 0.905171], [-1.671362, 1.832887, -1.825177]], "forces_ev_per_a": [[0.40, -0.48, 0.68], [0.07, 0.16, 0.10], [-0.71, 0.14, 0.34], [-0.04, -0.35, -0.25], [0.00, 0.10, -0.03], [-0.28, -0.17, 0.28], [0.14, -0.05, 0.13], [-0.52, 0.55, 0.04], [0.18, -0.03, -0.05], [-0.27, 0.52, -1.24], [-0.08, -0.10, 0.00], [0.01, -0.23, -0.09], [0.12, 0.03, 0.21], [0.23, 0.00, 0.06], [0.20, 0.03, 0.04], [0.02, -0.08, -0.07], [-0.12, 0.12, -0.03], [0.01, 0.09, 0.00], [-0.13, -0.02, 0.03], [0.10, -0.11, 0.13], [-0.07, 0.02, -0.09], [-0.10, 0.06, -0.04], [-0.10, 0.05, -0.03], [0.98, -0.25, -0.05], [-0.02, 0.00, -0.08]], "energy_ev": -11508.3380, "e_homo_ev": -7.7886}

***

# 7
{"formula": "C6H16N2O", "method": "ωB97M-V/def2-TZVPD", "elements": ["O", "N", "N", "C", "C", "C", "C", "C", "C", "H", "H", "H", "H", "H", "H", "H", "H", "H", "H", "H", "H", "H", "H", "H", "H"], "xyz": [[0.675002, 0.238913, -1.772596], [-0.824627, -1.491837, -1.575376], [1.889677, 0.591236, 0.439922], [2.794376, -1.636318, 0.506068], [2.570114, -0.283417, 1.076441], [-0.560875, -0.111241, -1.489780], [-1.136667, 0.617311, 0.271419], [-2.516180, 0.020198, 0.482450], [-1.194256, 2.127251, 0.145275], [3.854949, -1.894611, 0.544891], [-0.202487, 2.569817, 0.012697], [-1.772830, 2.414818, -0.739608], [1.285911, 0.368062, -0.715808], [-1.790180, -1.745660, -1.421567], [2.433143, -1.687830, -0.517242], [2.954117, -0.076771, 2.075087], [-3.051148, 0.492970, 1.316476], [-0.201021, -2.052086, -1.014231], [-1.315203, 0.462592, -2.039986], [-1.680143, 2.610796, 1.004189], [2.256591, -2.382246, 1.102654], [1.615328, 1.438174, 0.921661], [-2.461382, -1.049567, 0.700858], [-0.488454, 0.310052, 1.098725], [-3.133755, 0.149397, -0.412617]], "forces_ev_per_a": [[2.28, 0.33, 1.70], [-0.12, -0.59, -0.32], [0.30, -0.85, 0.50], [0.21, -0.07, -0.07], [-0.69, 0.59, -0.38], [-1.86, 1.57, 2.88], [0.18, -0.94, -2.07], [0.08, 0.04, 0.10], [0.07, -0.03, -0.15], [-0.05, -0.03, -0.01], [-0.02, 0.03, 0.03], [0.01, -0.04, 0.01], [-0.95, -0.12, -2.03], [0.07, 0.05, 0.09], [0.02, 0.04, -0.09], [-0.05, 0.05, 0.03], [0.02, -0.03, -0.06], [0.01, -0.03, 0.08], [-0.13, -0.16, -0.21], [0.11, -0.07, -0.03], [0.08, 0.15, 0.05], [0.39, 0.17, 0.17], [-0.02, 0.02, -0.03], [0.11, -0.08, -0.18], [-0.04, 0.02, 0.00]], "energy_ev": -11507.0337, "e_homo_ev": -7.1086}

***

# 8
{"formula": "C6H16N2O2", "method": "ωB97M-V/def2-TZVPD", "elements": ["O", "O", "N", "N", "C", "C", "C", "C", "C", "C", "H", "H", "H", "H", "H", "H", "H", "H", "H", "H", "H", "H", "H", "H", "H", "H"], "xyz": [[-0.443584, 1.297845, -1.822759], [-0.094026, 1.824063, 0.391839], [1.618903, 1.919449, -1.081175], [-1.649097, -1.059967, -1.070923], [-1.203098, 2.720520, 0.419164], [-1.132934, -2.455863, 0.847781], [1.002343, -0.965826, -0.224270], [0.329174, 1.467911, -0.879347], [-0.921637, -1.172886, 0.089458], [1.787566, -0.711139, 1.047781], [-2.138453, -2.468377, 1.271264], [1.829085, 0.342272, 1.328944], [-1.429186, -0.180935, -1.579395], [-1.541202, 2.743446, 1.452427], [1.482987, -0.595141, -1.128620], [2.241351, 1.884362, -0.290107], [-0.896642, 3.717622, 0.088773], [2.819856, -1.074923, 0.979846], [-2.007722, 2.358727, -0.227032], [-1.007282, -0.277891, 0.702507], [-1.602883, -1.871139, -1.677023], [1.036804, -2.032990, -0.458294], [-1.014521, -3.323520, 0.198489], [-0.423924, -2.538785, 1.669662], [2.029724, 1.653755, -1.959793], [1.328401, -1.200592, 1.910801]], "forces_ev_per_a": [[1.05, -0.40, 1.30], [0.71, -0.85, -0.50], [-0.18, -0.85, 0.34], [-0.74, 0.51, -1.37], [-0.41, -0.25, -0.23], [0.34, 0.18, 0.03], [-1.85, -2.53, 0.67], [-1.15, 3.48, -1.26], [3.14, 1.47, 0.20], [0.02, 0.13, 0.13], [-0.02, 0.00, -0.08], [0.00, 0.12, -0.10], [-0.35, -1.00, 0.39], [0.02, 0.07, -0.05], [-0.64, 0.70, -0.01], [-0.02, 0.05, 0.06], [0.05, -0.09, 0.06], [-0.10, 0.03, 0.01], [0.09, 0.05, 0.12], [-0.40, -0.23, 0.16], [0.06, 0.11, 0.08], [0.36, -0.32, 0.25], [0.00, -0.05, -0.05], [0.02, -0.07, 0.01], [0.00, -0.13, -0.07], [0.01, -0.12, -0.10]], "energy_ev": -13555.1073, "e_homo_ev": -7.7763}

***

# 9
{"formula": "C6H16N3O", "method": "ωB97M-V/def2-TZVPD", "elements": ["O", "N", "N", "N", "C", "C", "C", "C", "C", "C", "H", "H", "H", "H", "H", "H", "H", "H", "H", "H", "H", "H", "H", "H", "H", "H"], "xyz": [[2.166393, -0.554601, 0.854861], [1.718108, -1.990300, -0.920735], [0.736579, 1.375893, 0.248868], [-1.582786, -1.687095, -0.671005], [1.521231, 2.558231, -0.316867], [1.548080, -0.805640, -0.188536], [-1.215287, -0.592537, 0.113704], [-0.990648, -1.074810, 1.562102], [-2.100761, 0.583524, 0.025187], [0.449622, 0.169397, -0.559078], [-0.244415, 1.576786, 0.629862], [-1.173043, -1.630111, -1.596785], [2.455489, 2.094737, -0.645210], [0.333191, 0.296607, -1.547472], [-0.431479, -1.879422, 1.718868], [-3.147381, 0.407665, 0.371401], [2.547389, -2.352523, -0.452453], [-1.891662, 1.359691, 0.639719], [1.660890, 3.477922, 0.288370], [1.663015, -2.000609, -1.928974], [-0.494236, -0.223313, 2.063321], [0.992140, 2.729949, -1.293859], [-1.507148, -2.580678, -0.269579], [-2.046379, -1.378329, 1.837716], [-2.427823, 1.012609, -0.973903], [1.460921, 1.106953, 1.010489]], "forces_ev_per_a": [[-0.11, -0.93, -1.10], [0.52, 1.98, 2.29], [-0.46, 1.19, 2.12], [0.08, 1.43, -1.82], [-1.22, -0.82, -3.00], [-0.51, -0.05, -0.10], [2.60, -0.65, 0.15], [-3.27, 4.29, -1.18], [-3.72, -0.58, -2.60], [0.17, -2.31, 4.51], [2.11, 0.60, -0.19], [-0.63, -0.43, -0.03], [0.19, 0.38, 0.46], [-0.60, 0.97, -3.51], [2.69, -3.45, -0.05], [0.72, -0.82, 0.20], [-0.02, -0.92, -0.91], [1.15, 2.65, 1.99], [-0.47, -1.06, -0.02], [0.06, 0.05, 0.13], [-0.93, -0.51, 0.68], [0.54, 0.71, 0.98], [0.49, -1.04, 0.51], [1.15, 0.90, 0.58], [1.33, -0.71, 0.63], [-1.86, -0.85, -0.71]], "energy_ev": -12991.1013, "e_homo_ev": -13.1346, "total_charge": 1}

***

no.,frontier orbital gap (eV)
1,9.317
2,9.367
3,9.976
4,10.908
5,10.432
6,8.711
7,7.587
8,8.711
9,10.401